{
  "formula": "C24H40NO40S9",
  "method": "ωB97M-V with the def2-TZVPD basis set",
  "largest_force_ev_per_a": 2.51,
  "charge": -1,
  "homo_ev": -5.3,
  "lumo_energy_ev": 0.928,
  "multiplicity": 1,
  "elements": ["C", "C", "N", "C", "O", "O", "C", "O", "O", "C", "C", "H", "H", "H", "H", "C", "C", "O", "S", "O", "O", "O", "H", "H", "H", "H", "C", "C", "O", "S", "O", "O", "O", "H", "H", "H", "H", "C", "C", "O", "S", "O", "O", "O", "H", "H", "H", "H", "C", "C", "O", "S", "O", "O", "O", "H", "H", "H", "H", "C", "C", "O", "S", "O", "O", "O", "H", "H", "H", "H", "C", "C", "O", "S", "O", "O", "O", "H", "H", "H", "H", "C", "C", "O", "S", "O", "O", "O", "H", "H", "H", "H", "C", "C", "O", "S", "O", "O", "O", "H", "H", "H", "H", "C", "C", "O", "S", "O", "O", "O", "H", "H", "H", "H"],
  "positions_angstrom": [[-1.044, 1.051, -4.617], [-1.739, 0.803, -3.666], [-2.506, 0.152, -2.721], [-3.337, 1.219, -1.991], [-4.547, 0.954, -1.947], [-2.769, 2.173, -1.497], [-1.604, -0.539, -1.824], [-1.275, -1.663, -2.086], [-1.159, -0.005, -0.662], [0.203, -0.320, -0.485], [1.129, 0.495, -0.993], [-0.364, 1.210, -5.405], [0.450, -1.224, 0.039], [1.117, 1.539, -0.719], [1.900, 0.112, -1.648], [1.905, 0.353, 4.528], [0.419, 0.448, 4.258], [0.258, -0.078, 2.937], [1.349, -1.220, 2.681], [0.744, -2.480, 2.919], [2.043, -0.922, 1.483], [2.309, -0.884, 3.925], [2.446, 1.159, 4.044], [2.135, 0.351, 5.590], [0.049, 1.468, 4.311], [-0.151, -0.181, 4.946], [6.066, 4.819, 1.577], [5.754, 3.341, 1.497], [4.681, 3.153, 2.433], [3.770, 4.466, 2.471], [2.656, 4.263, 1.624], [3.630, 4.879, 3.823], [4.788, 5.453, 1.728], [6.669, 5.052, 2.455], [6.568, 5.185, 0.686], [6.605, 2.720, 1.760], [5.392, 3.061, 0.506], [5.324, -1.583, -3.154], [5.814, -1.934, -1.766], [6.380, -0.715, -1.266], [5.565, 0.533, -1.867], [4.604, 0.946, -0.914], [6.492, 1.433, -2.448], [4.801, -0.257, -3.030], [6.145, -1.561, -3.873], [4.553, -2.263, -3.506], [6.558, -2.726, -1.774], [4.986, -2.219, -1.113], [-1.237, 5.672, -0.622], [-0.068, 4.896, -0.061], [0.370, 4.069, -1.132], [0.137, 4.817, -2.521], [1.361, 5.430, -2.909], [-0.580, 3.962, -3.379], [-0.850, 5.965, -1.976], [-2.144, 5.064, -0.643], [-1.428, 6.591, -0.073], [-0.347, 4.290, 0.796], [0.759, 5.556, 0.213], [-4.610, -2.460, -0.432], [-4.774, -2.745, -1.899], [-5.525, -3.983, -1.950], [-6.507, -4.046, -0.700], [-7.802, -3.633, -1.116], [-6.302, -5.288, -0.033], [-5.860, -2.876, 0.162], [-3.807, -3.059, 0.001], [-4.424, -1.406, -0.238], [-3.824, -2.840, -2.417], [-5.373, -1.971, -2.382], [4.060, 8.270, 5.793], [4.715, 7.051, 6.400], [5.920, 7.551, 7.024], [5.636, 9.038, 7.553], [5.311, 8.988, 8.934], [6.656, 9.887, 7.052], [4.283, 9.319, 6.741], [4.539, 8.549, 4.852], [2.995, 8.130, 5.630], [4.949, 6.301, 5.657], [4.090, 6.608, 7.179], [9.466, 3.582, 6.052], [9.828, 4.462, 4.876], [8.567, 4.825, 4.300], [7.460, 4.937, 5.466], [7.308, 6.295, 5.843], [6.341, 4.149, 5.096], [8.288, 4.178, 6.608], [9.217, 2.569, 5.730], [10.256, 3.540, 6.797], [10.448, 3.949, 4.146], [10.330, 5.375, 5.200], [-8.270, -7.346, -2.017], [-9.443, -7.635, -1.114], [-10.375, -8.341, -1.950], [-9.571, -9.219, -3.019], [-9.480, -10.552, -2.545], [-10.068, -8.909, -4.314], [-8.144, -8.522, -2.839], [-8.472, -6.494, -2.668], [-7.355, -7.168, -1.461], [-9.892, -6.731, -0.714], [-9.160, -8.294, -0.290], [-10.168, -9.341, -8.067], [-9.165, -10.296, -7.465], [-8.840, -11.201, -8.532], [-8.915, -10.422, -9.930], [-7.609, -10.019, -10.301], [-9.752, -11.157, -10.806], [-9.709, -9.129, -9.410], [-11.164, -9.787, -8.112], [-10.219, -8.400, -7.527], [-9.565, -10.835, -6.612], [-8.251, -9.777, -7.171]],
  "atomic_forces_ev_per_a": [[-0.3, -0.1, 0.7], [0.3, -1.4, -0.8], [1.2, 1.6, 1.3], [-2.3, 0.3, 1.1], [0.0, -1.0, -0.4], [1.4, 0.7, -0.1], [-0.1, -1.2, -0.5], [0.0, -0.5, -0.5], [-0.4, 1.6, 1.1], [-0.2, -0.2, -1.0], [0.0, 0.3, 0.2], [0.1, 0.4, -0.2], [-0.5, -1.0, -1.0], [-0.9, 0.6, -1.6], [1.2, -0.2, 1.4], [0.1, 0.3, -0.1], [-0.2, -0.2, 0.4], [0.4, 0.1, -0.1], [0.1, 0.3, 0.4], [0.1, -0.2, -0.2], [0.2, -0.4, 0.3], [-0.4, -0.1, 0.1], [0.1, 0.2, -0.1], [0.1, -0.2, 0.0], [0.0, 0.0, -0.3], [0.0, 0.0, 0.0], [0.4, 0.0, 0.3], [-0.1, -0.1, -0.6], [0.1, 0.4, 0.3], [0.7, -0.3, -0.3], [-0.5, 0.2, 0.1], [-0.3, 0.0, 0.0], [-0.2, -0.2, -0.1], [0.0, 0.0, 0.0], [-0.2, 0.1, -0.1], [-0.1, -0.1, 0.3], [0.0, 0.0, 0.0], [0.4, -0.2, -0.3], [-0.5, -0.2, 0.2], [0.1, 0.1, -0.4], [-0.2, -0.6, -0.1], [0.0, 0.4, 0.1], [0.2, 0.2, 0.2], [0.0, 0.0, 0.3], [0.0, 0.0, 0.0], [-0.2, 0.2, 0.0], [0.2, 0.2, 0.1], [0.0, 0.0, 0.0], [-0.5, -0.4, 0.0], [0.3, 0.4, 0.4], [-0.2, -0.1, -0.2], [-0.2, 0.0, 0.5], [0.0, 0.1, -0.2], [0.1, -0.1, -0.5], [0.4, 0.0, 0.2], [0.1, -0.1, -0.1], [0.1, 0.1, -0.2], [0.0, -0.2, -0.1], [-0.1, 0.0, 0.1], [0.7, -0.1, 0.1], [-0.2, 0.8, -0.4], [0.1, -0.3, 0.5], [0.7, 0.7, -0.3], [-0.3, -0.4, 0.2], [-0.4, -0.3, -0.1], [-0.2, -0.1, -0.3], [0.0, 0.0, 0.0], [-0.3, 0.0, 0.0], [0.0, -0.3, 0.0], [0.1, 0.1, 0.0], [0.2, -0.1, -0.5], [-0.3, -0.1, 0.4], [-1.3, 1.4, 0.4], [-0.2, -0.5, -0.2], [0.1, 0.3, 0.1], [0.2, 0.1, 0.2], [0.0, -0.1, 0.3], [0.0, 0.0, 0.0], [0.0, 0.1, 0.2], [0.2, 0.0, 0.0], [0.0, 0.0, 0.0], [0.0, -0.5, -0.2], [0.3, 0.4, 0.2], [-0.2, -0.4, 0.1], [0.6, 0.0, 0.1], [0.9, -1.0, -0.8], [-0.1, 0.0, -0.2], [0.1, 0.3, -0.2], [0.0, 0.0, 0.0], [-0.1, 0.1, 0.2], [-0.2, 0.0, -0.2], [0.0, 0.0, 0.0], [0.0, 0.6, -0.1], [0.3, -0.2, 0.5], [0.1, 0.1, -0.4], [0.4, 0.7, 0.5], [-0.1, -0.2, -0.3], [-0.2, -0.3, -0.2], [-0.3, -0.3, 0.2], [0.0, 0.0, 0.0], [0.1, -0.2, -0.1], [-0.2, 0.0, -0.2], [0.0, 0.0, 0.0], [-0.5, -0.2, 0.2], [0.4, 0.3, 0.3], [-0.4, 0.1, -0.3], [-0.1, 0.2, 0.5], [0.1, 0.0, -0.3], [0.1, -0.1, -0.2], [0.3, -0.1, 0.1], [0.0, 0.0, 0.0], [0.1, 0.1, -0.2], [0.0, -0.2, -0.1], [0.0, 0.0, 0.1]],
  "mulliken_charge": [-0.588, -0.007, 0.263, 0.514, -0.742, -0.543, 0.322, -0.603, -0.049, -0.371, -0.538, 0.449, 0.609, 0.133, 0.163, -0.101, -0.381, -0.249, 1.012, -0.601, -0.320, -0.332, 0.034, 0.313, 0.352, 0.288, 0.099, -0.264, -0.248, 0.814, -0.279, -0.495, -0.366, -0.119, 0.361, 0.378, 0.158, -0.370, -0.247, -0.349, 1.022, -0.272, -0.618, -0.298, 0.300, 0.328, 0.315, 0.221, -0.299, -0.362, -0.155, 1.023, -0.607, -0.450, -0.359, 0.291, 0.318, 0.309, 0.266, -0.230, -0.210, -0.334, 1.168, -0.582, -0.579, -0.345, 0.279, 0.240, 0.301, 0.268, -0.377, 0.247, -0.190, 1.108, -0.577, -0.560, -0.354, 0.326, 0.318, -0.120, 0.204, -0.351, -0.390, -0.371, 1.312, -0.626, -0.545, -0.333, 0.290, 0.316, 0.343, 0.286, -0.141, -0.310, -0.343, 1.112, -0.561, -0.509, -0.317, 0.261, 0.195, 0.296, 0.313, -0.273, -0.227, -0.329, 1.087, -0.534, -0.535, -0.324, 0.305, 0.272, 0.264, 0.296]
}

{
  "formula": "C40H48AsF5NOP4STi",
  "method": "ωB97M-V with the def2-TZVPD basis set",
  "largest_force_ev_per_a": 0.49,
  "s2": 2.007,
  "charge": 1,
  "homo_ev": [-9.0, -9.8],
  "lumo_energy_ev": [-1.905, -1.981],
  "multiplicity": 3,
  "elements": ["Ti", "C", "P", "C", "C", "C", "P", "C", "C", "H", "H", "H", "H", "H", "H", "H", "H", "H", "H", "H", "H", "H", "H", "H", "H", "F", "C", "C", "F", "C", "F", "C", "S", "C", "F", "C", "F", "C", "N", "P", "C", "C", "C", "C", "C", "C", "C", "C", "C", "C", "C", "C", "P", "C", "C", "C", "C", "C", "C", "C", "C", "C", "C", "C", "C", "H", "H", "H", "H", "H", "H", "H", "H", "H", "H", "H", "H", "H", "H", "H", "H", "H", "H", "H", "H", "H", "H", "H", "C", "As", "C", "C", "O", "H", "H", "H", "H", "H", "H", "H", "H", "H"],
  "positions_angstrom": [[0.470, 0.571, 0.467], [-1.189, 0.743, 4.060], [0.254, 0.215, 3.063], [0.563, -1.426, 3.796], [1.585, 1.193, 3.902], [1.930, 2.457, 3.121], [2.512, 1.956, 1.454], [4.165, 1.264, 1.840], [2.985, 3.542, 0.688], [-0.987, 0.567, 5.118], [-2.087, 0.198, 3.772], [-1.379, 1.807, 3.912], [0.564, -1.360, 4.886], [1.537, -1.784, 3.466], [-0.186, -2.154, 3.485], [2.465, 0.548, 3.980], [1.272, 1.418, 4.925], [2.688, 3.055, 3.636], [1.043, 3.083, 2.981], [4.662, 1.847, 2.617], [4.784, 1.294, 0.942], [4.097, 0.223, 2.153], [3.834, 3.987, 1.211], [2.149, 4.240, 0.737], [3.253, 3.385, -0.358], [6.775, -0.347, -2.530], [5.492, -0.026, -2.379], [4.771, -0.492, -1.292], [5.349, -1.280, -0.380], [3.446, -0.129, -1.161], [2.777, -0.633, -0.086], [2.768, 0.682, -2.061], [1.051, 1.037, -1.906], [3.527, 1.136, -3.138], [2.973, 1.927, -4.062], [4.859, 0.793, -3.305], [5.542, 1.251, -4.351], [-2.387, -2.564, 1.055], [-1.621, -1.990, -0.064], [-1.859, -0.279, -0.335], [-3.349, 0.220, 0.605], [-3.188, 1.163, 1.612], [-4.282, 1.632, 2.332], [-5.551, 1.160, 2.048], [-5.727, 0.223, 1.035], [-4.639, -0.235, 0.316], [-2.532, -0.207, -2.026], [-2.251, 0.895, -2.823], [-2.798, 1.006, -4.094], [-3.623, 0.006, -4.582], [-3.888, -1.115, -3.805], [-3.343, -1.221, -2.537], [0.128, -2.131, 0.030], [0.690, -2.531, -1.664], [-0.134, -2.534, -2.778], [0.389, -2.781, -4.041], [1.743, -3.026, -4.199], [2.572, -3.041, -3.085], [2.050, -2.799, -1.826], [0.446, -3.776, 0.745], [-0.232, -4.900, 0.265], [0.108, -6.162, 0.715], [1.151, -6.321, 1.623], [1.855, -5.217, 2.069], [1.500, -3.946, 1.630], [-3.446, -2.576, 0.804], [-2.268, -1.996, 1.986], [-2.074, -3.589, 1.234], [-2.197, 1.543, 1.822], [-4.138, 2.364, 3.117], [-6.403, 1.519, 2.607], [-6.717, -0.143, 0.802], [-4.803, -0.943, -0.483], [-1.562, 1.655, -2.474], [-2.560, 1.862, -4.711], [-4.042, 0.086, -5.576], [-4.511, -1.909, -4.192], [-3.509, -2.119, -1.954], [-1.190, -2.348, -2.672], [-0.270, -2.776, -4.899], [2.150, -3.211, -5.183], [3.628, -3.249, -3.195], [2.713, -2.826, -0.967], [-1.013, -4.783, -0.475], [-0.426, -7.026, 0.346], [1.419, -7.310, 1.966], [2.683, -5.339, 2.754], [2.072, -3.088, 1.960], [-0.003, 4.326, -1.723], [-0.877, 3.920, -0.072], [-0.602, 5.427, 1.079], [-2.759, 3.832, -0.425], [-0.313, 2.558, 0.724], [-0.404, 5.284, -2.053], [-0.180, 3.545, -2.458], [1.067, 4.405, -1.550], [-1.374, 6.173, 0.893], [0.377, 5.868, 0.896], [-0.664, 5.084, 2.112], [-3.004, 4.557, -1.201], [-3.300, 4.073, 0.490], [-3.036, 2.834, -0.753]],
  "atomic_forces_ev_per_a": [[0.1, 0.4, -0.1], [0.0, 0.0, 0.1], [0.0, 0.0, 0.3], [0.0, 0.0, 0.1], [0.0, -0.1, 0.1], [0.0, 0.1, 0.0], [0.2, -0.1, 0.1], [0.0, 0.0, 0.0], [0.0, 0.1, 0.0], [0.0, 0.0, 0.0], [0.0, 0.0, 0.0], [0.0, 0.0, 0.0], [0.0, 0.0, 0.0], [0.0, 0.0, 0.0], [0.0, 0.0, 0.0], [0.0, 0.0, 0.0], [0.0, 0.0, 0.0], [0.0, 0.0, 0.0], [0.0, 0.0, 0.0], [0.0, 0.0, 0.0], [0.0, 0.0, 0.0], [0.0, 0.0, 0.0], [0.0, 0.0, 0.0], [0.0, 0.0, 0.0], [0.0, 0.0, 0.0], [-0.1, 0.0, 0.0], [0.0, 0.0, 0.0], [0.0, 0.1, -0.1], [0.0, 0.0, 0.0], [0.0, 0.0, 0.1], [0.1, 0.1, -0.1], [-0.2, 0.0, 0.1], [0.4, 0.0, -0.2], [0.1, 0.0, -0.1], [0.0, 0.0, 0.1], [0.0, 0.0, 0.1], [0.0, 0.0, 0.0], [-0.1, -0.1, -0.1], [0.2, 0.2, 0.1], [-0.3, -0.2, -0.3], [-0.1, -0.1, 0.0], [0.1, 0.0, 0.0], [0.0, 0.0, 0.0], [0.0, 0.0, 0.0], [0.0, 0.0, 0.0], [0.1, 0.0, 0.0], [0.0, -0.1, 0.0], [0.1, 0.1, 0.0], [0.0, 0.0, 0.0], [0.0, 0.0, 0.0], [0.0, 0.0, 0.0], [0.0, 0.0, 0.0], [0.0, 0.0, -0.1], [0.0, 0.1, 0.0], [0.0, 0.0, 0.0], [0.0, 0.0, 0.0], [0.0, 0.0, 0.0], [0.0, 0.0, 0.0], [0.0, -0.1, 0.0], [0.0, 0.0, 0.0], [0.0, 0.0, 0.1], [0.0, 0.0, 0.0], [0.0, 0.0, 0.0], [0.0, 0.0, 0.0], [0.0, 0.0, 0.1], [0.0, 0.0, 0.0], [0.0, 0.0, 0.0], [0.0, 0.0, 0.0], [0.0, 0.0, -0.1], [0.0, 0.0, 0.0], [0.0, 0.0, 0.0], [0.0, 0.0, 0.0], [0.0, 0.0, 0.0], [0.0, 0.0, 0.0], [0.0, 0.0, 0.0], [0.0, 0.0, 0.0], [0.0, 0.0, 0.0], [0.0, 0.0, 0.0], [0.0, 0.0, 0.0], [0.0, 0.0, 0.0], [0.0, 0.0, 0.0], [0.0, 0.0, 0.0], [-0.1, -0.1, 0.0], [0.0, 0.0, 0.0], [0.0, 0.0, 0.0], [0.0, 0.0, 0.0], [0.0, 0.0, 0.0], [0.0, 0.0, 0.0], [0.0, 0.0, 0.0], [0.1, -0.3, 0.0], [0.0, 0.1, 0.1], [-0.1, 0.0, 0.1], [-0.1, 0.0, 0.1], [0.0, 0.0, -0.1], [0.0, 0.0, 0.0], [0.0, 0.0, 0.0], [0.0, 0.0, 0.0], [0.0, 0.0, 0.0], [0.0, 0.0, 0.0], [0.0, 0.0, 0.0], [0.0, 0.0, -0.1], [0.0, 0.0, 0.0]],
  "mulliken_spin": [1.431, 0.014, 0.070, 0.016, 0.001, 0.008, 0.085, -0.002, 0.013, 0.000, -0.002, 0.002, -0.002, -0.005, 0.001, 0.007, -0.005, -0.003, 0.004, -0.001, 0.000, 0.002, -0.002, -0.003, 0.001, 0.000, 0.002, 0.014, 0.000, 0.040, 0.061, 0.007, -0.020, 0.002, 0.000, -0.002, 0.000, 0.024, 0.007, 0.148, -0.070, 0.088, 0.003, 0.000, 0.001, 0.000, 0.011, -0.009, 0.000, -0.001, 0.002, 0.002, 0.042, -0.025, 0.010, -0.002, 0.000, 0.000, 0.013, -0.011, 0.000, 0.001, 0.000, 0.002, 0.007, 0.001, -0.011, 0.001, 0.005, 0.000, 0.000, 0.000, 0.000, 0.018, 0.000, 0.000, 0.000, 0.001, -0.001, 0.000, 0.000, 0.000, 0.004, 0.000, 0.000, 0.000, 0.000, 0.019, 0.007, 0.016, -0.001, 0.002, -0.034, 0.001, -0.003, 0.000, 0.000, -0.001, 0.000, 0.000, 0.000, 0.000]
}

{
  "formula": "C5H8MgO5Sm",
  "method": "ωB97M-V with the def2-TZVPD basis set",
  "largest_force_ev_per_a": 6.42,
  "s2": 15.759,
  "charge": 1,
  "homo_ev": [-8.2, -12.5],
  "lumo_energy_ev": [-3.224, -4.414],
  "multiplicity": 8,
  "elements": ["C", "O", "O", "Mg", "O", "C", "C", "O", "C", "C", "O", "Sm", "H", "H", "H", "H", "H", "H", "H", "H"],
  "positions_angstrom": [[2.276, -0.266, 0.591], [3.018, -1.248, 0.718], [2.456, 0.828, 0.014], [4.856, -1.902, 0.517], [1.097, -0.074, 1.509], [0.153, -1.149, 1.594], [-0.509, -1.203, 0.223], [-0.906, 0.114, -0.030], [-1.599, 0.434, -1.242], [-1.787, 1.951, -1.208], [-0.604, 2.604, -0.890], [0.641, 1.933, 0.349], [-0.573, -1.000, 2.402], [0.695, -2.086, 1.782], [-1.357, -1.902, 0.208], [0.426, -1.479, -0.504], [-2.554, -0.111, -1.271], [-0.966, 0.128, -2.090], [-2.588, 2.178, -0.474], [-2.175, 2.251, -2.200]],
  "atomic_forces_ev_per_a": [[-0.5, 3.0, 1.7], [-0.6, -0.6, -0.1], [2.9, -3.6, -0.8], [-0.1, 0.1, 0.0], [1.6, -2.0, -0.2], [0.2, -1.0, -0.5], [2.2, -0.6, -0.7], [-0.6, 0.1, 0.2], [0.0, -0.2, -0.4], [-1.2, 0.0, -0.7], [-4.4, 1.5, -4.5], [2.1, 2.2, 5.3], [0.4, 0.5, -0.1], [-0.2, 0.2, 0.1], [0.4, 0.0, -0.4], [-2.5, 0.2, 1.0], [0.2, 0.2, -0.1], [-0.2, 0.1, 0.1], [0.3, 0.0, -0.2], [0.1, -0.1, 0.3]],
  "mulliken_spin": [0.104, 0.017, -0.008, 0.964, -0.016, -0.015, 0.007, -0.011, 0.011, -0.012, -0.007, 5.973, -0.002, 0.004, 0.000, 0.000, -0.002, -0.003, -0.003, -0.003]
}